27
Properties=species:S:1:pos:R:3:forces:R:3 method="wB97M-V/def2-TZVPD" lumo_energy_ev=0.60 de_lowest_kcal_mol=0.00 e_tot_ha=-1146.7160
C 2.57181 0.00849 0.94184 -2.559 1.792 -1.654
C 1.18543 -1.72281 -0.10345 -4.025 -1.265 -2.442
C -3.03751 -1.64128 -0.61808 1.386 0.696 -0.390
C -0.41688 2.11329 0.90904 0.632 -1.688 -0.348
C 1.09562 1.38828 -1.55570 2.310 0.828 0.762
C 1.11096 -0.47693 0.68087 1.928 1.305 1.268
O -3.33450 0.92904 0.29721 -0.029 0.262 0.106
O -1.14967 0.14060 -1.06914 0.316 0.751 1.646
O -1.34531 -0.48617 1.30566 -1.709 -0.111 -0.251
P -2.38475 -0.18335 0.24485 0.788 -1.185 -0.903
P 0.07594 0.73046 -0.22960 -0.361 0.490 0.556
H 3.03114 -0.70379 1.53800 1.169 -1.367 0.867
H 2.45577 0.93237 1.50259 0.718 0.337 -0.066
H 2.98340 0.13761 -0.05468 0.963 0.179 0.430
H 1.31729 -2.56038 0.54300 0.861 -0.765 0.098
H 1.69419 -1.74207 -1.11158 0.283 0.215 1.510
H 0.08332 -1.89244 -0.47119 1.726 -0.131 0.625
H -2.76422 -1.48160 -1.69312 -0.880 -0.187 0.878
H -2.48596 -2.50024 -0.28262 0.266 -0.479 0.189
H -4.06358 -1.76796 -0.37185 -0.935 -0.058 -0.292
H -0.91432 1.50588 1.72166 -0.047 1.454 -0.936
H -0.98758 2.81351 0.26315 0.111 -0.278 1.038
H 0.52037 2.51176 1.32936 -0.319 0.259 -0.380
H 2.04053 0.73871 -1.61611 -1.269 1.205 -0.072
H 1.38471 2.49845 -1.35105 -0.415 -2.048 -0.454
H 0.57188 1.28359 -2.48119 -0.349 0.162 -0.559
H 0.76192 -0.57304 1.73214 -0.561 -0.374 -1.224